Version one
Molecular formula: C6H12O2
Method: DFT, ωB97M-V/def2-TZVPD

```
! RIJCOSX wB97M-V def2-TZVPD def2/J DEFGRID3
* xyz 0 1
C 0.4732 3.1218 -0.5653
C 0.3939 1.8000 -0.6402
C -0.9343 1.1342 -0.2224
C -0.7757 0.6832 1.2434
C 0.0551 -0.6166 1.2861
C -0.7864 -1.8169 1.5222
O -0.4390 -2.9635 1.6510
H -0.3495 3.8261 -0.5998
H 1.4234 3.6101 -0.7982
H 1.1961 1.2207 -1.0698
H -1.1287 0.2562 -0.8482
H -1.8628 1.6920 -0.3874
H -0.2101 1.4322 1.7865
H -1.7481 0.5612 1.7401
H 0.7296 -0.5107 2.1487
H 0.6128 -0.7596 0.3598
H -1.8999 -1.6653 1.6024
O 1.5550 -3.8629 -2.9784
H 1.2317 -3.6032 -2.0908
H 2.4637 -3.5389 -3.1398
*
```

Properties
- SMILES = C=CCCCC=O.O
- HOMO energy (eV) = -9.920
- HOMO-LUMO gap (eV) = 10.5

Here are the natural (NBO) charges for atoms 1 to 2, given in e: number 1, C, carries -0.396; number 2, C, carries -0.183


Version two
Molecular formula: C6H12O2
Method: DFT, ωB97M-V/def2-TZVPD

```
! RIJCOSX wB97M-V def2-TZVPD def2/J DEFGRID3
* xyz 0 1
C 0.2609 -0.3873 -1.9770
C -0.1258 0.2046 -0.8200
C -1.5359 0.7054 -0.6605
C 0.9665 1.3380 -0.0927
O 2.2753 0.8476 -0.1410
O 0.6475 1.7264 1.2152
H -0.4766 -0.6643 -2.7203
H 1.2914 -0.6717 -2.1522
H -1.6570 1.4586 0.1199
H -1.9006 1.1575 -1.5866
H -2.2070 -0.1199 -0.4087
H 0.8760 2.2314 -0.7166
H 2.8523 1.5451 0.2059
H 0.6019 0.9087 1.7336
C 0.1213 -1.7400 0.8466
C -0.8433 -1.7548 1.7642
H 0.7313 -2.6045 0.6100
H 0.5850 -0.6877 0.4322
H -1.4952 -0.8995 1.9050
H -0.9680 -2.5937 2.4429
*
```

Properties
- SMILES = C=C(C)C(O)O.C=C
- HOMO energy (eV) = -8.447
- HOMO-LUMO gap (eV) = 9.2

Here are the natural (NBO) charges for atoms 1 to 2, given in e: number 1, C, carries -0.435; number 2, C, carries -0.039


Version three
Molecular formula: C6H12O2
Method: DFT, ωB97M-V/def2-TZVPD

```
! RIJCOSX wB97M-V def2-TZVPD def2/J DEFGRID3
* xyz 0 1
C 0.3831 1.4442 -1.8766
C 0.3306 0.4118 -0.8201
C 1.2573 -0.7542 -1.0366
C -0.2370 0.7204 0.3554
C -0.1273 -0.1852 1.4576
C -0.1977 0.0575 2.7997
O -0.0423 -1.0479 3.6394
H -0.5566 1.9768 -2.3098
H 0.9655 2.3173 -1.5618
H 0.9938 1.1209 -2.8405
H 0.7419 -1.6555 -1.4465
H 1.7646 -1.1911 -0.0820
H 2.1158 -0.4934 -1.6934
H -1.0487 1.5770 0.4461
H 0.1345 -1.1879 1.0573
H -0.3077 0.9660 3.2580
H 0.3614 -0.7806 4.5072
O -2.3727 -0.8542 -1.5163
H -1.4086 -1.0949 -1.6113
H -2.7499 -1.3470 -0.7259
*
```

Properties
- SMILES = CC(C)=C/C=C/O.O
- HOMO energy (eV) = -7.852
- HOMO-LUMO gap (eV) = 8.6

Here are the natural (NBO) charges for atoms 1 to 2, given in e: number 1, C, carries -0.650; number 2, C, carries -0.040


Going by the computed energies, the most stable comes first: version one, version three, version two.


Version one
Molecular formula: C4H10O2
Method: DFT, ωB97M-V/def2-TZVPD

```
! RIJCOSX wB97M-V def2-TZVPD def2/J DEFGRID3
* xyz 1 2
C 1.3477 1.2776 1.0711
C 0.6982 0.7327 -0.0418
C 1.0088 -0.5773 -0.3540
C 0.6995 -1.3918 -1.4806
H 1.8395 0.5611 1.7770
H 1.4938 2.3123 1.1944
H 0.2577 1.9792 -0.9824
H 1.0554 -1.0629 0.6453
H 1.3185 -2.2843 -1.7355
H 0.1782 -0.9068 -2.3235
H -1.0647 0.9701 0.6455
H -1.9570 2.0559 0.2627
O -2.0453 1.1377 0.6413
H -0.9547 -1.9214 -0.0555
H -2.1043 -0.9789 0.2603
O -1.7710 -1.9031 0.4756
*
```

Properties
- HOMO energy (alpha / beta) (eV) = -15.011 / -14.990
- expectation value of S² = 0.79
- HOMO-LUMO gap (alpha / beta) (eV) = 8.2 / 6.2

Here are the natural (NBO) charges for atoms 1 to 2, given in e: number 1, C, carries -0.057; number 2, C, carries -0.248


Version two
Molecular formula: C4H10O2
Method: DFT, ωB97M-V/def2-TZVPD

```
! RIJCOSX wB97M-V def2-TZVPD def2/J DEFGRID3
* xyz 1 2
C -1.5411 1.3600 -0.0079
O -1.0489 0.4588 1.0339
C -1.9851 0.5784 -1.2331
H -2.2968 1.9964 0.4521
H -0.6580 1.9843 -0.1314
H -1.6862 -0.1704 1.3841
H -1.5263 0.9966 -2.1326
H -1.8100 -0.4860 -1.1162
H -3.0460 0.7188 -1.4527
C 2.9716 -1.6752 0.8070
C 2.0494 -0.9473 0.0594
O 1.7477 0.2628 0.4014
H 3.0705 -2.7167 0.5162
H 3.4414 -1.3833 1.7382
H 1.5551 -1.3495 -0.8218
H 0.7625 0.3722 0.5032
*
```

Properties
- HOMO energy (alpha / beta) (eV) = -14.656 / -14.653
- expectation value of S² = 0.76
- HOMO-LUMO gap (alpha / beta) (eV) = 9.9 / 6.1

Here are the natural (NBO) charges for atoms 1 to 2, given in e: number 1, C, carries -0.065; number 2, O, carries -0.789


Going by the computed energies, the most stable comes first: version two, version one.


Version one
Molecular formula: C8H12O2
Method: DFT, ωB97M-V/def2-TZVPD

```
! RIJCOSX wB97M-V def2-TZVPD def2/J DEFGRID3
* xyz 0 1
C 1.0135 0.5046 -0.6212
C -0.9535 0.0255 -1.1352
C 0.4203 -0.4471 -1.6137
C 2.1274 1.4513 -0.7554
C 0.0248 -0.3647 2.7925
C -2.1173 -0.9143 -0.9218
C -0.1417 0.6499 0.2147
C 0.0045 -0.7230 1.3317
O -0.4855 1.5190 1.0649
O 0.1112 -1.8507 0.9460
H -1.2648 0.9253 -1.6628
H 0.6736 -0.2138 -2.6484
H 0.6230 -1.5007 -1.3982
H 2.9637 1.0397 -1.3233
H 1.7662 2.3454 -1.2832
H 2.4497 1.7930 0.2295
H 0.1073 -1.2727 3.3880
H 0.8412 0.3323 2.9861
H -0.9040 0.1431 3.0549
H -1.8117 -1.8517 -0.4614
H -2.8745 -0.4409 -0.2952
H -2.5732 -1.1497 -1.8885
*
```

Properties
- HOMO energy (eV) = -7.786
- HOMO-LUMO gap (eV) = 7.1

Here are the natural (NBO) charges for atoms 1 to 2, given in e: number 1, C, carries 0.257; number 2, C, carries -0.183


Version two
Molecular formula: C8H12O2
Method: DFT, ωB97M-V/def2-TZVPD

```
! RIJCOSX wB97M-V def2-TZVPD def2/J DEFGRID3
* xyz 0 1
C 2.1188 0.6174 1.0696
C 1.0113 -0.3683 1.0563
C -0.2556 0.1345 0.7579
C -1.3067 -0.7765 0.6499
C -1.2200 -2.0704 1.1219
O -2.2380 -2.9308 1.3581
C 0.0781 -2.5582 1.3293
C 1.1861 -1.7460 1.3083
H 1.8980 1.6570 1.2861
H 2.5680 0.6592 0.0585
H 2.8940 0.3509 1.8096
H -0.3670 1.2237 0.7995
H -2.3180 -0.4227 0.4042
H -2.9632 -2.8562 0.7412
H 0.1242 -3.6183 1.6068
H 2.1956 -1.9995 1.6236
C -0.6469 2.6989 -3.0484
O 0.1166 2.1619 -1.9526
H -0.1372 3.6404 -3.2739
H -1.7321 2.6773 -2.9495
H -0.5493 2.1205 -3.9921
H -0.4567 1.4054 -1.7643
*
```

Properties
- SMILES = Cc1ccc(O)cc1.CO
- HOMO energy (eV) = -8.407
- HOMO-LUMO gap (eV) = 9.1

Here are the natural (NBO) charges for atoms 1 to 2, given in e: number 1, C, carries -0.635; number 2, C, carries -0.031


Going by the computed energies, the most stable comes first: version two, version one.


Version one
Molecular formula: C8H12O2
Method: DFT, ωB97M-V/def2-TZVPD

```
! RIJCOSX wB97M-V def2-TZVPD def2/J DEFGRID3
* xyz 0 1
C 2.0733 -0.3327 1.2061
C 1.2291 -0.5808 -0.0152
O 1.6338 -1.1539 -0.9944
C -0.3606 -0.3086 0.1737
C -0.8158 -0.0597 1.6078
C -1.1549 -1.4257 -0.4810
C -0.3471 0.9701 -0.6314
C -0.8289 1.0014 -2.0603
C 0.4856 1.9290 -0.2410
O 0.9635 2.9193 0.1470
H 3.1168 -0.4785 0.9446
H 1.9337 0.6687 1.5960
H 1.8060 -1.0348 1.9890
H -0.3027 0.7876 2.0584
H -1.8807 0.1504 1.6201
H -0.6540 -0.9482 2.2269
H -1.1620 -2.2914 0.1798
H -0.6994 -1.7293 -1.4225
H -2.1811 -1.1186 -0.6727
H -0.3356 0.2191 -2.6302
H -1.9146 0.8496 -2.0853
H -0.6045 1.9668 -2.5154
*
```

Properties
- SMILES = CC(=O)C(C)(C)C(C)=C=O
- HOMO energy (eV) = -8.293
- HOMO-LUMO gap (eV) = 9.0

Here are the natural (NBO) charges for atoms 1 to 2, given in e: number 1, C, carries -0.731; number 2, C, carries 0.626


Version two
Molecular formula: C8H12O2
Method: DFT, ωB97M-V/def2-TZVPD

```
! RIJCOSX wB97M-V def2-TZVPD def2/J DEFGRID3
* xyz 0 1
C 0.4711 -0.2405 0.1131
C 1.7337 -0.0049 0.3015
C -1.3996 0.5159 0.3271
C -1.4899 -0.8875 -0.0753
C 2.6389 -1.1582 0.2638
C 2.4254 1.3218 0.1689
C -1.8749 1.9053 0.1844
C -2.5377 -1.6128 -0.8106
O -0.2206 -1.3778 -0.1249
O -1.8930 -0.4411 1.1718
H 2.1860 -1.9554 0.8776
H 2.5351 -1.5737 -0.7689
H 3.6401 -0.9226 0.6257
H 3.5436 1.0809 0.2404
H 2.1629 1.6644 -0.7893
H 2.1349 2.1241 0.8096
H -1.3020 2.4431 1.0126
H -2.9214 1.9246 0.1269
H -1.4392 2.4468 -0.7348
H -3.3932 -1.0137 -0.6706
H -2.7271 -2.5779 -0.3814
H -2.2732 -1.6606 -1.8675
*
```

Properties
- HOMO energy (eV) = -8.150
- HOMO-LUMO gap (eV) = 9.0

Here are the natural (NBO) charges for atoms 1 to 2, given in e: number 1, C, carries 0.292; number 2, C, carries -0.154


Going by the computed energies, the most stable comes first: version one, version two.


Version one
Molecular formula: C3H4I2
Method: DFT, ωB97M-V/def2-TZVPD

```
! RIJCOSX wB97M-V def2-TZVPD def2/J DEFGRID3
* xyz 0 1
I 0.7541 2.1822 -2.3438
C -0.1587 0.6918 -1.2473
C 0.4295 0.1515 -0.1657
C -0.2852 -0.7325 0.7973
I 0.8631 -1.9333 2.4867
H -1.0830 0.3490 -1.7194
H 1.3012 0.6509 0.0945
H -1.1279 -1.3804 0.5827
H -0.6932 0.0208 1.5150
*
```

Properties
- SMILES = I/C=C/CI
- HOMO energy (eV) = -9.090
- HOMO-LUMO gap (eV) = 8.6

Here are the natural (NBO) charges for atoms 1 to 2, given in e: number 1, I, carries 0.153; number 2, C, carries -0.355


Version two
Molecular formula: C3H4I2
Method: DFT, ωB97M-V/def2-TZVPD

```
! RIJCOSX wB97M-V def2-TZVPD def2/J DEFGRID3
* xyz 0 1
C 2.8083 -0.4374 -0.7781
C 0.1629 1.0412 0.0113
C -0.3007 1.3721 1.1892
I 1.7948 -2.0587 -0.0338
I 2.2186 1.5402 0.0324
H 2.5632 -0.5041 -1.8525
H 3.7881 -0.7019 -0.6004
H -1.2539 0.9425 1.3482
H -0.2203 2.1676 1.8598
*
```

Properties
- HOMO energy (eV) = -8.105
- HOMO-LUMO gap (eV) = 7.6

Here are the natural (NBO) charges for atoms 1 to 2, given in e: number 1, C, carries -0.722; number 2, C, carries -0.360


Going by the computed energies, the most stable comes first: version one, version two.


Version one
Molecular formula: CHCl2NO
Method: DFT, ωB97M-V/def2-TZVPD

```
! RIJCOSX wB97M-V def2-TZVPD def2/J DEFGRID3
* xyz 0 1
C 1.1643 -0.3574 0.0362
N -2.0071 0.5384 -0.6800
O 1.3210 0.0124 1.1403
Cl 0.1875 -1.7563 -0.3697
Cl -2.3218 1.3088 0.6193
H 1.6560 0.2542 -0.7461
*
```

Properties
- HOMO energy (alpha / beta) (eV) = -9.711 / -9.689
- HOMO-LUMO gap (alpha / beta) (eV) = 8.7 / 8.6

Here are the natural (NBO) charges for atoms 1 to 2, given in e: number 1, C, carries 0.366; number 2, N, carries -0.335


Version two
Molecular formula: CHCl2NO
Method: DFT, ωB97M-V/def2-TZVPD

```
! RIJCOSX wB97M-V def2-TZVPD def2/J DEFGRID3
* xyz 0 1
Cl -1.8986 0.2080 -0.9759
C -0.4924 -0.2998 -0.4058
O -0.3856 -0.2452 0.9512
N 0.5064 0.8159 0.6276
Cl 2.1628 0.4711 0.9142
H 0.1073 -0.9501 -1.1114
*
```

Properties
- SMILES = Cl[C@@H]1ON1Cl
- HOMO energy (eV) = -9.508
- HOMO-LUMO gap (eV) = 9.5

Here are the natural (NBO) charges for atoms 1 to 2, given in e: number 1, Cl, carries 0.132; number 2, C, carries 0.108


Going by the computed energies, the most stable comes first: version one, version two.


Version one
Molecular formula: C5H14S
Method: DFT, ωB97M-V/def2-TZVPD

```
! RIJCOSX wB97M-V def2-TZVPD def2/J DEFGRID3
* xyz -1 2
C 0.4810 2.2368 1.5716
C -0.9645 2.5904 1.9268
S -2.0575 1.1424 1.9817
H 0.5478 1.6405 0.6558
H 0.8537 1.5379 2.3378
H 1.1164 3.1313 1.5622
H -0.9626 3.0880 2.8934
H -1.4368 3.2658 1.2196
H -1.3897 0.4964 2.9722
C 1.9673 -3.3996 -1.8911
C 1.0709 -2.1538 -2.0225
C 1.2541 -1.4779 -3.3680
H 3.0144 -3.1438 -2.0574
H 1.6963 -4.2011 -2.5945
H 1.9044 -3.8245 -0.8933
H 1.3416 -1.5313 -1.1770
H 0.0376 -2.4629 -1.8898
H 0.4681 -0.7595 -3.5968
H 2.1787 -0.8859 -3.4486
H 1.2767 -2.2357 -4.1594
*
```

Properties
- HOMO energy (alpha / beta) (eV) = 1.157 / -5.222
- expectation value of S² = 0.75
- HOMO-LUMO gap (alpha / beta) (eV) = 2.0 / 8.4

Here are the natural (NBO) charges for atoms 1 to 2, given in e: number 1, C, carries -0.707; number 2, C, carries -0.581


Version two
Molecular formula: C5H14S
Method: DFT, ωB97M-V/def2-TZVPD

```
! RIJCOSX wB97M-V def2-TZVPD def2/J DEFGRID3
* xyz -1 2
C 2.4556 1.1248 -0.3299
C 1.5856 -0.1297 -0.4966
C 0.7239 1.4450 2.0015
S 2.2278 2.0825 1.1790
H 3.4983 0.7972 -0.3947
H 2.3044 1.7423 -1.2275
H 0.5409 0.0833 -0.7297
H 1.5202 -0.6993 0.4333
H -0.2284 1.8429 1.6478
H 0.7141 0.3531 2.0196
H 0.9249 1.7836 3.0150
H 2.0576 -0.6678 -1.3096
C -1.8795 -1.8169 -1.0195
C -2.7121 -0.6720 -0.4395
H -2.3791 -2.4288 -1.7731
H -1.0222 -1.4545 -1.5471
H -1.6147 -2.4093 -0.1491
H -2.2934 -0.2775 0.4915
H -3.7272 -0.9350 -0.3205
H -2.6967 0.2363 -1.0506
*
```

Properties
- HOMO energy (alpha / beta) (eV) = 1.200 / -4.906
- expectation value of S² = 0.75
- HOMO-LUMO gap (alpha / beta) (eV) = 2.2 / 8.3

Here are the natural (NBO) charges for atoms 1 to 2, given in e: number 1, C, carries -0.546; number 2, C, carries -0.667


Going by the computed energies, the most stable comes first: version one, version two.


Version one
Molecular formula: H17O9
Method: DFT, ωB97M-V/def2-TZVPD

```
! RIJCOSX wB97M-V def2-TZVPD def2/J DEFGRID3
* xyz -1 1
O -1.2413 -1.9063 -2.9996
H 2.5345 1.9105 -2.5265
H 1.5144 -0.0656 -0.4547
O -1.0120 1.7020 3.1796
H -0.2322 1.1435 3.2764
O 1.5779 3.1164 1.5423
H 1.2243 3.0665 0.6459
H 0.6956 3.2554 1.8919
O -2.2523 1.3633 -0.8170
H -1.1475 -3.5336 1.0039
H -3.0329 0.7968 -0.8849
O 1.0362 -0.2317 -1.2803
H -0.8973 -1.0051 -2.9775
H -1.8235 0.8478 -0.0933
O -0.4368 -3.1983 0.4637
H -0.9136 -0.8704 1.1894
H -0.5373 -2.1852 0.3800
O 1.6816 1.8678 -2.9622
H 1.2164 1.3340 -2.2767
H -1.7411 1.1250 3.3723
O 1.4713 -1.8896 2.2984
H 1.2874 -2.8016 2.0967
H 2.3248 -1.6660 1.9706
O -0.8846 -0.5920 0.2721
H 0.2582 -0.6276 -0.7448
H -0.9495 -2.2769 -2.1579
*
```

Properties
- HOMO energy (eV) = -5.606
- HOMO-LUMO gap (eV) = 8.6

Here are the natural (NBO) charges for atoms 1 to 2, given in e: number 1, O, carries -0.966; number 2, H, carries 0.445


Version two
Molecular formula: H17O9
Method: DFT, ωB97M-V/def2-TZVPD

```
! RIJCOSX wB97M-V def2-TZVPD def2/J DEFGRID3
* xyz -1 1
O -12.3030 -8.2520 -13.0060
H -13.0710 -8.7000 -13.3850
O -11.0920 -8.1900 -15.4620
H -11.3400 -7.4050 -15.9190
H -11.7030 -8.1750 -14.6780
O -10.4110 -9.8080 -12.1050
H -10.7260 -9.9480 -11.2250
H -11.1520 -9.2780 -12.5530
O -13.9770 -9.1950 -15.2150
H -14.1970 -10.0590 -14.9120
H -14.6350 -8.6320 -14.7620
O -14.5760 -6.8640 -13.3900
H -14.3880 -6.1670 -14.0570
H -13.7140 -7.3380 -13.3020
O -13.2270 -10.6570 -12.2300
H -13.9240 -10.9240 -12.8430
H -12.7790 -9.8660 -12.5270
O -15.2010 -7.7610 -11.0380
H -14.9070 -7.3810 -11.8640
H -15.9290 -8.3130 -11.2940
O -12.6150 -7.9080 -10.2820
H -12.4370 -7.9610 -11.2270
H -13.5510 -7.8690 -10.3060
O -10.8420 -6.0670 -12.9330
H -11.3200 -6.8470 -12.9800
H -10.0750 -6.3020 -12.4190
*
```

Properties
- HOMO energy (eV) = -6.541
- HOMO-LUMO gap (eV) = 9.4

Here are the natural (NBO) charges for atoms 1 to 2, given in e: number 1, O, carries -1.236; number 2, H, carries 0.437


Going by the computed energies, the most stable comes first: version two, version one.